Formula: C3H6NO2S
Source: OMol25
Level of theory: the ωB97M-V functional and the def2-TZVPD basis

orbital gap	7.03	eV
structure (SMILES)	O=[S@]1([O-])=CNCC1
net charge	-1
E_HOMO	-3.02	eV
LUMO energy	4.007	eV
electronic energy	-721.27200	Eh

Each line ends with the natural charge from an NBO analysis.
Element x y z (Å)
O 1.938 -1.550 -0.243  -1.022
S 0.946 -0.823 0.564  2.043
O 1.383 -0.682 1.937  -1.017
C -0.749 -1.380 0.347  -0.670
N -1.509 -0.252 0.171  -0.635
C -0.699 0.744 -0.596  -0.254
C 0.708 0.891 -0.137  -0.716
H -0.463 -1.729 -0.605  0.136
H -1.717 0.246 1.042  0.328
H -1.144 1.777 -0.584  0.169
H -0.773 0.257 -1.640  0.178
H 1.296 0.918 -1.010  0.236
H 0.782 1.584 0.754  0.223

***

Formula: C3H6NO2S
Source: OMol25
Level of theory: the ωB97M-V functional and the def2-TZVPD basis

orbital gap	7.35	eV
net charge	-1
E_HOMO	-3.42	eV
LUMO energy	3.929	eV
electronic energy	-721.31192	Eh

Each line ends with the natural charge from an NBO analysis.
Element x y z (Å)
C 2.022 1.073 0.399  -0.081
C -2.569 -0.767 -0.506  -0.452
C -1.594 -0.416 0.312  -0.366
N 1.773 2.207 -0.086  -0.684
O 1.258 -1.357 1.135  -1.056
O 2.345 -0.962 -1.075  -1.044
S 1.247 -0.570 -0.134  1.456
H 2.846 0.992 1.105  0.147
H -2.819 -1.804 -0.672  0.178
H -3.156 -0.053 -1.068  0.172
H -1.330 0.616 0.480  0.184
H -1.022 -1.138 0.867  0.229
H 1.000 2.178 -0.758  0.317

***

Formula: C3H6NO2S
Source: OMol25
Level of theory: the ωB97M-V functional and the def2-TZVPD basis

orbital gap (spin up / spin down)	2.51 / 7.01	eV
net charge	-1
E_HOMO (spin up / spin down)	0.68 / -3.85	eV
LUMO energy (spin up / spin down)	3.187 / 3.167	eV
⟨S²⟩	2.01
2S+1	3
electronic energy	-721.11084	Eh

Each line ends with the natural charge from an NBO analysis.
Element x y z (Å)
C -0.226 0.430 -0.337  -0.278
C 0.936 0.357 0.646  -0.481
C -1.189 -1.516 0.390  0.374
N -1.387 -0.242 0.144  -0.072
O -2.530 0.288 -0.154  -0.357
O -0.209 -2.193 0.449  -0.703
S 2.397 -0.314 -0.240  -0.103
H -0.542 1.438 -0.471  0.216
H 0.037 -0.163 -1.161  0.175
H 1.255 1.363 0.755  0.200
H 0.796 -0.133 1.525  0.227
H -2.581 -2.166 1.006  -0.319
H 1.789 -1.180 -0.970  0.121